No. 1
The following is a quantum chemistry calculation of C34H18CdCl3F5IN7O2Se2 as an isolated structure, from the Open Molecules 2025 dataset.

ORCA input file:
```
! wB97M-V def2-TZVPD RIJCOSX def2/J DEFGRID3
* xyz 0 1
Cd 0.35 0.53 0.11
C 0.59 -4.16 0.29
C 1.32 -3.55 -0.87
N 1.71 -4.34 -1.84
C 2.34 -3.81 -2.91
C 2.59 -2.47 -3.06
C 3.22 -1.99 -4.34
O 4.43 -1.27 -4.18
C 2.21 -1.59 -2.01
C 2.54 -0.19 -2.11
N 2.17 0.70 -1.25
C 2.58 2.02 -1.33
C 2.62 2.75 -2.52
C 2.90 4.10 -2.52
C 3.17 4.75 -1.32
C 3.18 4.05 -0.13
C 2.87 2.70 -0.15
I 2.80 1.62 1.68
C 1.56 -2.13 -0.86
O 1.20 -1.45 0.17
H 0.46 -5.22 0.12
H -0.38 -3.67 0.42
H 1.16 -4.00 1.21
H 2.64 -4.52 -3.67
H 2.54 -1.30 -4.85
H 3.37 -2.85 -5.00
H 5.08 -1.84 -3.76
H 3.21 0.10 -2.92
H 2.38 2.24 -3.45
H 2.89 4.65 -3.45
H 3.37 5.82 -1.31
H 3.40 4.54 0.80
Se -6.04 -3.89 1.08
N -4.86 -3.74 -0.22
C -4.07 -2.74 0.06
C -2.98 -2.30 -0.78
C -2.66 -2.93 -1.99
C -1.66 -2.41 -2.77
C -1.02 -1.25 -2.34
N -1.26 -0.68 -1.17
C -2.21 -1.20 -0.38
C -2.44 -0.56 0.93
N -1.59 0.38 1.33
C -1.77 0.98 2.49
C -2.84 0.69 3.33
C -3.72 -0.30 2.95
C -3.52 -0.96 1.74
C -4.35 -2.06 1.30
N -5.37 -2.53 1.98
H -3.22 -3.81 -2.28
H -1.38 -2.87 -3.70
H -0.28 -0.77 -2.96
H -1.02 1.72 2.77
H -2.96 1.22 4.26
H -4.56 -0.58 3.57
Cl 3.37 -3.48 3.44
C 2.46 -2.19 4.24
Cl 3.44 -0.70 4.27
Cl 2.06 -2.68 5.90
C 1.21 -1.94 3.57
N 0.18 -1.71 3.11
F -3.07 5.86 3.87
C -2.53 5.17 2.86
C -3.34 4.52 1.94
F -4.67 4.60 2.08
C -2.78 3.81 0.90
F -3.59 3.17 0.06
C -1.40 3.71 0.73
Se -0.66 2.85 -0.79
C -0.61 4.36 1.68
F 0.72 4.26 1.61
C -1.16 5.08 2.73
F -0.36 5.69 3.62
*
```

HOMO level, eV: -7.35
DFT total energy, a.u.: -8988.4368
E_LUMO, eV: -1.04
HOMO-LUMO gap, Ha: 0.23186

=====

No. 2
The following is a quantum chemistry calculation of CH3FN2O2 in the gas phase at a distorted geometry, from the Open Molecules 2025 dataset.

ORCA input file:
```
! wB97M-V def2-TZVPD RIJCOSX def2/J DEFGRID3
* xyz 0 1
C 0.11 0.05 -0.17
N 3.29 0.71 0.91
N 2.08 0.54 1.01
O 1.49 0.33 -0.26
O 1.39 0.58 1.98
F 3.89 0.99 2.08
H -0.13 -1.03 -0.22
H -0.21 0.44 0.81
H -0.21 0.43 -1.14
*
```

HOMO level, eV: -10.64
SMILES: CO/[N+]([O-])=N/F
DFT total energy, a.u.: -399.5350
E_LUMO, eV: 0.89
HOMO-LUMO gap, Ha: 0.42367

=====

No. 3
The following is a quantum chemistry calculation of a 2-piece molecular cluster, BrI3Si overall at a distorted geometry, from the Open Molecules 2025 dataset.

ORCA input file:
```
! wB97M-V def2-TZVPD RIJCOSX def2/J DEFGRID3
* xyz 0 1
Si 0.56 0.11 0.04
Br 0.29 1.39 -1.82
I 0.09 -2.31 -0.65
I 2.75 0.13 1.25
I -3.68 0.69 1.18
*
```

HOMO level (spin up / spin down), eV: -9.81 / -8.47
DFT total energy, a.u.: -3756.6345
E_LUMO (spin up / spin down), eV: -2.55 / -3.49
HOMO-LUMO gap (spin up / spin down), Ha: 0.26687 / 0.18330

=====

No. 4
The following is a quantum chemistry calculation of C14H12FN3O2S as an isolated structure at a distorted geometry, from the Open Molecules 2025 dataset.

ORCA input file:
```
! wB97M-V def2-TZVPD RIJCOSX def2/J DEFGRID3
* xyz 0 1
O -2.70 -4.38 -0.24
F 1.99 4.24 4.12
N 0.37 -2.01 0.51
N -0.42 -3.07 0.81
O -0.92 -3.59 -2.01
C 0.11 -1.05 -0.36
C -2.72 0.31 -2.56
C -3.57 -0.80 -2.60
C 1.08 2.28 3.13
C 3.09 3.25 2.27
C -1.58 0.23 -1.79
C 1.13 1.23 2.20
C 3.19 2.20 1.32
C -3.23 -2.00 -1.96
C 2.06 3.25 3.21
C -1.17 -0.99 -1.15
C 2.23 1.18 1.27
C -1.99 -2.13 -1.31
N 1.08 -0.02 -0.51
C 2.32 0.11 0.21
S -1.44 -3.65 -0.50
H -1.49 -2.74 -2.07
H -2.99 1.22 -3.09
H -4.49 -0.77 -3.13
H 0.26 2.34 3.85
H 3.86 4.05 2.31
H -0.96 1.13 -1.70
H 0.43 0.45 2.18
H 4.00 2.23 0.57
H -3.99 -2.80 -2.00
H 0.80 0.75 -1.11
H 3.08 0.40 -0.55
H 2.59 -0.84 0.67
*
```

HOMO level, eV: -7.86
DFT total energy, a.u.: -1353.2002
E_LUMO, eV: -0.72
HOMO-LUMO gap, Ha: 0.26247